*A*
Below is a cluster of 2 separate species, C3H8N4O in total, with properties calculated with wB97M-V/def2-TZVPD.

LUMO level = 0.29 eV

XYZ file:
```
16
Properties=species:S:1:pos:R:3:mulliken_charge:R:1
N -1.75 0.08 -0.09 -0.44
H -2.81 -0.44 -1.67 0.40
H -1.10 0.37 -2.36 0.13
C -0.42 -0.09 0.34 0.45
H -1.54 -1.39 -1.54 0.30
N -0.38 0.26 1.76 -0.17
O -1.51 -0.52 2.50 -0.51
H 0.99 -0.39 -1.65 0.35
H 3.19 0.22 -1.10 0.15
N 0.83 -0.32 -0.42 -0.28
C 2.91 0.61 0.14 -0.35
H -2.48 0.12 1.86 0.45
H 3.55 1.20 1.05 0.26
H 0.50 0.08 2.07 0.30
N 1.82 0.47 0.53 -0.13
C -1.81 -0.25 -1.44 -0.91
```


*B*
Below is the molecule C3H8N4O, with properties calculated with wB97M-V/def2-TZVPD.

LUMO level = 0.47 eV

XYZ file:
```
16
Properties=species:S:1:pos:R:3:mulliken_charge:R:1
N -0.82 -0.75 0.14 -0.01
N 0.74 0.43 -1.19 -0.36
H -2.74 -1.12 0.49 0.24
C 1.44 -0.28 -0.02 0.59
H -1.65 -2.40 0.77 0.23
H 0.95 1.42 -1.27 0.32
O 1.96 -1.34 -0.24 -0.53
C -1.02 0.20 -0.69 0.63
C 1.48 0.53 1.23 -1.02
H 0.93 -0.06 -2.06 0.31
N -1.98 0.99 -0.93 -0.73
H 0.57 1.12 1.36 0.34
H -1.91 1.59 -1.74 0.19
H 1.53 -0.14 2.09 0.30
H 2.36 1.18 1.22 0.33
N -1.83 -1.40 0.85 -0.83
```


*C*
Below is a cluster of 4 separate species, C3H8N4O in total, with properties calculated with wB97M-V/def2-TZVPD.

LUMO level = 0.11 eV

XYZ file:
```
16
Properties=species:S:1:pos:R:3:mulliken_charge:R:1
C 1.59 1.98 1.58 -0.58
H 0.91 -0.15 -2.11 0.46
H 1.47 1.32 3.08 0.20
N 0.34 1.42 0.73 -0.21
H -0.26 0.86 1.39 0.27
H -1.80 -2.46 -1.74 0.27
H -2.03 -2.22 -0.12 0.24
O -0.70 -1.47 1.46 -0.53
H 1.24 3.46 1.52 0.24
N 0.85 0.94 -0.52 -0.34
C 0.52 -0.07 -1.16 -0.15
C -1.04 -1.71 0.30 0.12
N -0.51 -1.05 -0.89 0.22
H -1.96 -0.52 -2.35 0.28
H 2.72 1.21 0.79 0.25
N -1.32 -1.53 -1.97 -0.73
```


*D*
Below is the molecule C3H8N4O, with properties calculated with wB97M-V/def2-TZVPD.

LUMO level = 0.77 eV
SMILES = C=NNC(=O)NNC

XYZ file:
```
16
Properties=species:S:1:pos:R:3:mulliken_charge:R:1
H 2.26 1.46 -0.18 0.23
H 0.70 1.63 -2.64 0.27
N -0.51 -0.07 0.56 0.21
H -0.34 1.66 -1.38 0.27
C 0.70 1.99 -1.60 -0.74
H -0.08 0.84 0.77 0.41
O 0.05 -2.10 -0.25 -0.59
N -1.42 -0.65 1.38 -0.60
C -2.09 0.19 2.04 -0.32
N 1.50 1.07 -0.80 -0.41
C 0.24 -0.92 -0.18 0.38
N 1.29 -0.29 -0.81 -0.15
H -1.87 1.30 1.89 0.20
H -2.82 -0.24 2.68 0.30
H 0.82 3.05 -1.48 0.34
H 1.83 -0.87 -1.51 0.22
```


Most stable: *D*


*A*
Below is the molecule C3H8N4O, with properties calculated with wB97M-V/def2-TZVPD.

LUMO level = 0.87 eV
SMILES = Cc1c(N)n(N)n1O

XYZ file:
```
16
Properties=species:S:1:pos:R:3:mulliken_charge:R:1
H 1.36 0.07 -2.42 0.26
C -0.80 -1.85 0.99 -1.03
H -2.26 0.99 0.55 0.32
H 0.87 3.04 -0.15 0.28
H -0.71 -2.66 0.26 0.31
H 0.93 -1.53 -2.06 0.24
H 1.97 1.85 0.24 0.23
N -0.36 0.74 0.94 -0.15
O -1.62 1.23 1.25 -0.37
N 1.21 2.12 -0.40 -0.62
C -0.25 -0.60 0.41 0.10
N 1.20 -0.62 -1.70 -0.49
N 0.16 1.22 -0.38 0.03
C 0.40 -0.15 -0.69 0.37
H -1.85 -1.72 1.25 0.27
H -0.25 -2.12 1.89 0.25
```


*B*
Below is the molecule C3H8N4O, with properties calculated with wB97M-V/def2-TZVPD.

LUMO level = 0.57 eV
SMILES = [H]/N=C(\NN)NC(C)=O

XYZ file:
```
16
Properties=species:S:1:pos:R:3:mulliken_charge:R:1
C -0.48 -2.68 0.60 -1.10
H -1.04 0.24 -0.21 0.52
H 0.01 -3.63 0.81 0.33
O 1.74 -1.88 0.17 -0.55
N -0.58 1.54 -0.69 -0.19
H -1.15 2.32 1.04 0.25
H 2.02 1.91 -1.01 0.23
H -1.20 -2.81 -0.21 0.29
H -0.58 1.86 -1.66 0.29
H -1.02 -2.37 1.49 0.29
C 0.56 -1.65 0.21 0.59
H 0.02 3.19 0.29 0.28
N 0.00 -0.39 0.05 -0.19
N 1.87 0.97 -0.66 -0.56
C 0.66 0.72 -0.39 0.12
N -0.84 2.67 0.14 -0.61
```


Most stable: *B*


*A*
Below is the molecule C3H4ClN, with properties calculated with wB97M-V/def2-TZVPD.

LUMO level = 0.27 eV
SMILES = C=C/C=N/Cl

XYZ file:
```
9
Properties=species:S:1:pos:R:3:mulliken_charge:R:1
H -0.29 1.58 0.07 0.39
C 0.15 -0.72 -0.13 -0.13
C -0.52 0.57 0.31 -0.04
H 1.63 -1.67 -1.16 0.27
H -0.34 -1.59 0.20 0.33
N -1.68 0.53 0.83 -0.34
C 1.36 -0.78 -0.68 -0.63
Cl -2.34 1.99 1.27 -0.09
H 2.02 0.09 -0.71 0.25
```


*B*
Below is a structure of composition C3H4ClN, with properties calculated with wB97M-V/def2-TZVPD.

LUMO level = -0.74 eV

XYZ file:
```
9
Properties=species:S:1:pos:R:3:mulliken_charge:R:1
H 1.53 -1.69 2.00 0.36
H -1.41 -1.02 -0.51 -0.02
C 0.73 0.57 -0.77 0.31
C 0.91 -0.45 0.16 -0.09
Cl -1.86 1.99 0.65 -0.36
N 0.65 1.24 -1.76 -0.51
C 1.43 -1.13 1.05 -0.03
H -1.09 -1.50 -0.12 0.04
H -0.89 2.00 -0.70 0.30
```


Most stable: *A*


*A*
Below is a cluster of 2 separate species, C6H11N5 in total, with properties calculated with wB97M-V/def2-TZVPD.

LUMO level = -9.19 eV
Net charge = +2

XYZ file:
```
22
Properties=species:S:1:pos:R:3:mulliken_charge:R:1
N 0.66 -0.28 -1.29 0.24
N 2.71 0.07 2.55 0.04
H 3.69 0.05 3.03 0.38
N -1.87 0.37 1.30 0.36
H -3.22 0.46 2.66 0.29
C 0.66 0.35 -2.45 -0.12
C -0.35 1.24 -2.59 -0.54
H 1.49 0.22 -3.13 0.48
H -1.85 1.73 -1.18 0.31
H -1.80 -0.23 3.27 0.29
N -1.05 1.06 -1.45 -0.16
H 0.88 -2.07 -0.31 0.40
H 1.42 -1.91 -2.12 0.40
H -0.18 -0.85 1.32 0.52
C 1.63 -0.02 2.13 -0.35
H -0.69 1.74 -3.45 0.44
C -0.40 0.16 -0.63 0.46
H -2.47 0.93 0.82 0.22
C 1.43 -1.45 -1.00 -0.84
N -2.35 -0.04 2.46 -0.75
H 2.48 -1.37 -0.67 0.27
C -0.81 -0.17 0.72 -0.33
```


*B*
Below is the ion C6H11N5 with charge +2, with properties calculated with wB97M-V/def2-TZVPD.

LUMO level = -8.96 eV
SMILES = [H]/N=C/NC(=[NH2+])[C@@H]1N=CC(C)=[NH+]1
Net charge = +2

XYZ file:
```
22
Properties=species:S:1:pos:R:3:mulliken_charge:R:1
H 3.39 1.01 1.33 0.37
H -0.83 -2.69 -1.68 0.29
C -1.92 0.00 0.16 0.56
C 1.20 1.23 -0.81 -0.05
H -3.35 1.29 0.65 0.20
H -1.19 1.83 1.03 0.43
N 0.49 0.49 1.20 -0.07
H -4.01 -0.15 0.29 0.27
C -0.46 -1.77 -1.01 -0.11
H -2.47 -1.51 -0.95 0.29
H 3.46 -0.13 -0.11 0.33
H 1.18 -1.95 -1.71 0.28
H 2.94 -0.70 1.52 0.40
C -0.71 1.08 0.41 -0.07
H 0.23 0.08 2.14 0.27
N 0.71 -1.29 -1.09 -0.28
N -1.61 -1.07 -0.59 -0.14
N -0.08 1.52 -0.81 -0.39
H 1.72 1.62 -1.64 0.45
C 1.56 0.58 0.44 0.45
N -3.16 0.41 0.42 -0.30
C 2.91 0.11 0.81 -1.18
```


Most stable: *B*


*A*
Below is the molecule CH5N3, with properties calculated with wB97M-V/def2-TZVPD.

LUMO level = 0.92 eV
SMILES = N=C(N)N

XYZ file:
```
9
Properties=species:S:1:pos:R:3:mulliken_charge:R:1
N -0.11 1.27 0.18 -0.36
H 0.37 -1.83 -0.98 0.29
H -1.04 -0.67 1.93 0.19
H -0.55 1.97 0.67 0.18
H 1.31 -0.56 -1.33 0.22
H 0.48 1.68 -0.60 0.19
N -0.63 -0.92 1.00 -0.66
C -0.15 -0.12 0.10 0.51
N 0.32 -0.84 -0.97 -0.55
```


*B*
Below is a cluster of 2 separate species, CH5N3 in total, with properties calculated with wB97M-V/def2-TZVPD.

LUMO level = 1.04 eV
SMILES = [H]/N=N/[H].C=N

XYZ file:
```
9
Properties=species:S:1:pos:R:3:mulliken_charge:R:1
H 1.63 1.31 0.40 0.26
C -1.96 -0.69 0.10 -0.30
N 2.22 0.80 -0.27 -0.25
N 2.67 -0.20 0.27 -0.25
H 3.36 -0.64 -0.38 0.25
H -1.87 -1.35 0.86 0.30
H -2.39 -0.99 -0.89 0.20
H -1.90 1.26 -0.43 0.24
N -1.76 0.49 0.33 -0.44
```


Most stable: *A*


*A*
Below is a cluster of 2 separate species, C7H17NO2 in total, with properties calculated with wB97M-V/def2-TZVPD.

LUMO level = 0.92 eV
SMILES = COC(C)(C)O.C=CNC

XYZ file:
```
27
Properties=species:S:1:pos:R:3:mulliken_charge:R:1
O -3.10 -0.66 -0.85 -0.64
H -0.32 -1.53 0.73 0.26
H 1.89 1.76 -1.56 0.33
H -2.02 1.97 1.72 0.25
H -1.07 0.50 2.01 0.17
C 1.84 0.57 0.80 0.06
H -2.84 0.38 1.80 0.35
H 3.63 1.66 -1.19 0.36
H 2.52 -0.95 2.11 0.24
H 3.04 -0.64 -0.28 0.19
O -1.77 0.81 0.07 -0.52
H -1.15 0.44 -2.35 0.34
H 1.47 0.36 2.86 0.31
C 1.97 -0.03 1.99 -0.89
H -1.31 -2.66 -0.21 0.44
C -1.32 -1.73 0.35 -1.47
H -2.04 -1.85 1.16 0.36
C -1.76 -0.63 -0.59 1.48
H 0.16 -0.44 -1.53 0.13
H 1.22 1.45 0.69 0.23
H -1.06 -1.33 -2.47 0.37
N 2.38 0.12 -0.38 -0.19
H -3.18 0.40 -0.77 0.42
C -1.93 0.91 1.48 -0.69
C -0.88 -0.48 -1.82 -1.25
H 2.88 0.54 -2.36 0.31
C 2.72 1.07 -1.42 -0.95
```


*B*
Below is a cluster of 3 separate species, C7H17NO2 in total, with properties calculated with wB97M-V/def2-TZVPD.

LUMO level = 0.59 eV
SMILES = C=CCC(=C)CCN.O.O

XYZ file:
```
27
Properties=species:S:1:pos:R:3:mulliken_charge:R:1
H 0.20 -0.59 1.06 0.47
O 1.27 1.00 -2.03 -0.54
H 3.30 -0.72 1.18 0.28
H -2.42 -1.48 -1.33 0.28
C -0.14 0.29 0.45 -0.15
C -0.15 1.60 1.32 -0.80
H -0.92 2.35 1.19 0.40
H 1.40 3.04 1.54 0.19
C 0.19 -3.05 -0.11 -0.76
H 0.52 0.43 -0.52 0.17
C -0.34 -2.04 -0.74 -0.02
H -0.04 1.22 2.29 0.25
H 2.01 0.84 -2.48 0.22
O 2.40 -0.74 0.85 -0.60
H 1.17 -3.55 -0.21 0.27
H -3.46 0.88 -0.48 0.39
H -2.23 1.96 0.08 0.25
H 1.97 0.04 0.91 0.41
C -2.45 0.98 -0.25 -1.37
C -1.63 -1.37 -0.53 -0.61
C -1.47 0.10 -0.17 0.72
H 0.19 -1.68 -1.61 0.20
H 0.46 1.21 -2.52 0.29
H -1.92 -1.93 0.36 0.23
N 1.13 2.26 1.01 -0.49
H -0.34 -3.51 0.74 0.21
H 1.30 2.46 0.01 0.13
```


Most stable: *A*


*A*
Below is the molecule C4H9NO3, with properties calculated with wB97M-V/def2-TZVPD.

LUMO level = 0.56 eV
SMILES = C[C@@H](O)CN(O)C=O

XYZ file:
```
17
Properties=species:S:1:pos:R:3:mulliken_charge:R:1
O -2.72 -0.28 1.16 -0.53
C 0.97 -0.63 -0.70 0.13
C 1.67 -0.14 0.56 -1.22
H 0.97 -2.49 -0.14 0.35
H 1.75 0.94 0.58 0.28
H -1.04 -1.23 -0.09 0.41
H 0.15 2.37 0.09 0.36
C -0.64 -0.37 -0.63 -0.67
O 1.20 -1.99 -0.94 -0.55
O -0.59 2.02 -0.43 -0.43
H 2.66 -0.57 0.62 0.39
H -1.00 -0.32 -1.66 0.30
N -0.97 0.80 0.14 0.27
C -2.22 0.71 0.70 -0.05
H 1.07 -0.43 1.43 0.31
H 1.35 -0.11 -1.58 0.29
H -2.60 1.73 0.91 0.35
```


*B*
Below is the molecule C4H9NO3, with properties calculated with wB97M-V/def2-TZVPD.

LUMO level = 0.39 eV
SMILES = O=CNC(CO)CO

XYZ file:
```
17
Properties=species:S:1:pos:R:3:mulliken_charge:R:1
C -1.31 0.62 -0.35 -0.81
H -2.32 0.22 -0.27 0.45
N 0.93 -0.31 -1.16 -0.19
H -1.77 1.49 1.37 0.31
O 2.79 0.85 -1.61 -0.58
H 0.53 -2.08 0.71 0.37
O 0.75 -0.43 1.74 -0.55
C -0.11 -1.22 0.88 -0.71
H -1.24 1.29 -1.21 0.33
H 1.04 -0.72 -2.07 0.25
H -0.92 -1.26 -1.07 0.30
C 1.91 0.60 -0.80 0.11
H 0.28 0.39 1.92 0.36
H 1.79 1.02 0.19 0.34
O -1.03 1.49 0.77 -0.55
H -1.01 -1.41 1.46 0.36
C -0.32 -0.55 -0.50 0.21
```


Most stable: *B*